ORCA calculation (ωB97M-V with the def2-TZVPD basis set) on C3H10Cl2Si2 as an isolated structure at a distorted geometry.

Element x y z (Å)
C: -1.071 1.962 0.949
C: 0.568 -0.328 2.320
C: 1.454 -0.753 -2.405
Si: -0.274 -1.216 -1.666
Si: -0.696 0.092 0.985
Cl: 1.563 0.937 -2.590
Cl: -2.493 -0.812 1.219
H: -2.042 2.060 0.501
H: -1.200 2.248 2.014
H: -0.282 2.673 0.523
H: 1.014 0.557 2.740
H: 0.070 -0.909 3.108
H: 1.312 -0.985 1.965
H: 1.554 -1.308 -3.337
H: 2.391 -0.870 -1.854
H: -0.325 -2.667 -1.993
H: -1.543 -0.682 -2.480

Calculated values
* gap between HOMO and LUMO: 8.734 eV
* HOMO energy: -8.44 eV
* calculated total energy: -1619.6592 Ha
* lowest unoccupied orbital energy: 0.3 eV
* energy relative to the best compared isomer or geometry (same formula, charge and spin): 2.7757 eV
* net charge: 0